{
  "formula": "C22H21N2OP",
  "method": "wB97M-V/def2-TZVPD",
  "smiles": "CN(C[C@H](C#N)P(=O)(c1ccccc1)c1ccccc1)c1ccccc1",
  "orbital_gap_ev": 8.359,
  "e_lumo_ev": 0.4,
  "e_homo_ha": -0.2941,
  "species": ["H", "C", "H", "C", "C", "H", "H", "C", "H", "C", "H", "C", "H", "C", "H", "C", "H", "H", "C", "H", "H", "H", "C", "C", "N", "C", "H", "H", "C", "C", "H", "C", "C", "H", "N", "C", "O", "H", "C", "P", "H", "C", "H", "C", "C", "C", "H"],
  "positions_angstrom": [[4.5281, -0.8218, -0.3082], [1.2003, 3.5284, -0.9573], [1.3713, 0.9497, -3.7029], [1.6397, 0.4275, -1.6171], [-1.8826, 0.8937, 0.7641], [2.2996, -0.0185, 0.3996], [0.1781, 0.8344, 1.2130], [0.7151, 5.3870, -2.4341], [0.0696, -2.3430, 3.6640], [-3.8078, -4.2424, 3.3219], [-3.4942, -1.2687, 1.6447], [-1.8677, -2.6150, 2.1238], [3.6294, 0.1944, -4.3935], [0.3040, -1.6939, 2.8077], [-2.2339, -5.7358, 3.4831], [-0.7255, 3.4375, -2.4216], [-4.5381, -4.8419, 3.8651], [-0.5102, -4.2713, 2.4404], [-1.5380, -3.9219, 2.5629], [5.1997, -0.7642, -2.7087], [1.2094, -2.0745, 2.2998], [0.3966, -1.5658, 0.2277], [-0.4159, 4.7123, -2.9118], [3.3256, 0.1124, -3.3476], [-0.8423, -1.6778, 1.8955], [-3.2269, -2.2131, 2.1241], [-1.3266, -1.4779, -0.1466], [1.8436, 3.0691, -0.2096], [-0.5566, -1.1303, 0.5612], [-0.5363, 0.3959, 0.4932], [2.3852, 5.3357, -1.0636], [-4.1640, -2.9821, 2.8124], [4.2127, -0.4072, -2.3999], [-5.1765, -2.6022, 2.9483], [-2.9509, 1.3017, 1.0009], [2.0480, 0.5293, -2.9584], [-1.0536, 0.4195, -2.2022], [-1.0401, 5.1658, -3.6889], [-2.5066, -4.7313, 3.1516], [-0.0531, 1.0017, -1.2491], [-1.5865, 2.9012, -2.8216], [0.1022, 2.8132, -1.4706], [0.9850, 6.3587, -2.8537], [1.5063, 4.8043, -1.4373], [2.5554, -0.0225, -0.6602], [3.8279, -0.4518, -1.0556], [0.5013, -0.6988, 3.2152]],
  "forces_ev_per_angstrom": [[-0.1639, 0.0836, -0.1375], [-0.1934, 0.0486, -0.2627], [0.0664, -0.1965, 0.1950], [0.3708, 0.2070, 0.2225], [-1.8963, 1.1983, 0.6484], [0.0142, -0.1401, -0.2234], [-0.3557, -0.1676, -0.0406], [-0.2124, -0.2922, 0.0025], [0.1665, 0.2582, -0.3431], [0.1952, 0.1299, 0.0679], [0.0528, -0.1390, 0.4569], [-0.6949, -0.7669, 0.5454], [-0.1388, -0.0358, 0.3343], [-0.3661, -0.4123, -0.2100], [-0.1641, 0.3234, -0.0408], [0.1020, -0.1123, -0.0445], [0.1314, 0.1666, -0.1851], [-0.2932, 0.1055, 0.1825], [-0.2911, 0.6807, -0.2470], [-0.3624, 0.1719, 0.1656], [-0.1219, 0.0899, 0.2399], [-0.0199, 0.3205, -0.1652], [0.2494, -0.0623, 0.2742], [-0.2014, 0.0155, 0.1990], [0.6717, 0.8332, -0.5555], [0.6457, -0.1419, 0.2249], [0.2606, 0.0825, 0.2782], [-0.0140, 0.0520, -0.1465], [-0.4496, -1.3839, 0.1391], [0.7567, 0.9894, -0.3100], [-0.3196, -0.2075, -0.0728], [0.2671, -0.5265, -0.3995], [-0.3028, 0.0973, 0.1729], [0.2222, -0.1591, -0.1433], [2.1431, -0.8796, -0.5373], [0.2160, -0.1376, 0.0360], [0.6311, 0.4952, 0.5634], [0.2264, -0.2000, 0.3601], [-0.2630, 0.2148, -0.1392], [-1.0467, -0.8037, -0.9278], [0.2708, 0.0164, 0.1290], [0.1658, 0.4534, 0.1091], [-0.0935, -0.2873, 0.1985], [-0.1417, -0.0815, -0.0471], [0.1920, -0.0019, -0.2812], [-0.0030, 0.0228, -0.1363], [0.0919, 0.0791, -0.1490]],
  "mulliken_charge": [0.392, -0.276, 0.389, 0.206, -0.134, 0.371, 0.580, -0.353, 0.557, -0.439, 0.257, 0.266, 0.377, -1.149, 0.348, -0.273, 0.351, 0.429, -0.176, 0.368, 0.287, 0.460, -0.531, -0.594, 0.338, -0.426, 0.475, 0.315, -1.413, 0.554, 0.361, -0.550, -0.455, 0.366, -0.605, -0.623, -0.820, 0.371, -0.610, 1.081, 0.396, 0.188, 0.367, -0.698, 0.097, -0.690, 0.266]
}